(1)
32
Properties=species:S:1:pos:R:3:mulliken_spin:R:1 method="wB97M-V/def2-TZVPD" spin_multiplicity=3 total_energy_ev=-74034.4473 total_charge=0 e_above_lowest_ev=0.098 gap_ev="8.09 / 5.28" s2=2.019
Au 0.933 1.642 0.593 0.36
S 1.259 -0.863 0.838 0.48
S 4.466 4.139 2.269 0.11
S -1.182 1.345 -0.587 0.11
S 1.821 2.775 2.545 0.44
S 3.200 2.477 0.138 0.46
N 0.197 0.672 -2.839 0.00
N -0.792 -1.013 2.609 0.04
N -0.610 -1.071 -1.818 0.01
N -1.374 -1.639 0.602 0.05
C -0.539 0.264 -1.780 0.01
C -0.343 -1.211 1.346 -0.06
C 0.005 -0.491 3.709 0.00
C -2.480 -1.695 1.401 0.02
C 3.270 3.213 1.703 -0.06
C -2.126 -1.304 2.653 0.04
C 0.104 -1.510 -2.909 0.00
C 0.560 2.050 -3.124 0.00
C 0.609 -0.432 -3.549 0.01
B -1.402 -2.074 -0.908 -0.01
H -0.862 -3.149 -1.022 0.01
H -2.565 -2.103 -1.236 0.00
H -3.434 -2.003 1.013 0.00
H -0.538 -0.656 4.635 0.00
H 0.197 -2.558 -3.128 0.00
H 1.218 -0.353 -4.431 0.00
H 1.263 2.425 -2.381 0.00
H 0.964 -1.001 3.746 0.00
H 1.023 2.084 -4.107 0.00
H 0.189 0.574 3.577 0.00
H -2.704 -1.215 3.556 0.01
H -0.326 2.679 -3.112 0.00

(2)
43
Properties=species:S:1:pos:R:3:mulliken_spin:R:1 method="wB97M-V/def2-TZVPD" spin_multiplicity=5 total_energy_ev=-98640.6953 total_charge=+2 e_above_lowest_ev=1.043 gap_ev="6.57 / 6.23" s2=6.088
Co -7.897 -0.066 10.945 2.74
S -6.913 1.783 9.316 0.01
F -5.958 2.430 6.906 0.00
F -4.576 1.577 8.279 0.00
F -6.039 0.314 7.340 0.00
F -10.038 1.973 11.403 0.00
F -5.551 -1.587 9.753 0.01
F -5.081 -3.697 10.666 0.00
F -10.237 3.963 12.506 0.00
O -10.728 -0.499 11.851 0.00
O -6.247 1.031 10.445 0.07
O -8.353 2.441 12.992 0.09
O -8.098 0.972 9.090 0.05
O -7.149 3.131 9.467 0.01
O -5.891 -2.045 12.105 0.40
O -7.334 -3.087 10.219 0.05
N -6.590 -0.977 12.334 0.23
N -10.077 -0.679 10.883 0.02
N -7.882 1.205 12.812 0.28
N -8.228 -2.129 10.208 0.06
C -11.907 -1.953 9.672 -0.01
C -5.804 1.552 7.826 0.00
C -10.505 -1.824 10.093 -0.01
C -5.490 -1.040 14.518 0.02
C -6.341 -0.398 13.518 0.01
C -6.541 1.768 14.804 0.01
C -6.975 0.896 13.720 0.01
C -9.564 -4.144 9.573 0.00
C -9.471 -2.746 9.945 -0.03
B -9.533 2.863 12.214 0.00
B -5.788 -2.636 10.536 -0.02
H -5.499 2.109 14.753 -0.01
H -12.187 -3.010 9.557 0.00
H -4.906 -1.914 14.212 0.01
H -6.288 -1.394 15.238 0.02
H -7.200 2.616 14.764 0.00
H -12.518 -1.397 10.452 0.00
H -4.850 -0.405 15.117 0.00
H -6.456 1.241 15.738 -0.01
H -10.624 -4.366 9.468 0.00
H -12.129 -1.407 8.753 0.00
H -9.080 -4.769 10.308 0.00
H -9.105 -4.387 8.603 0.00

(3)
32
Properties=species:S:1:pos:R:3:mulliken_spin:R:1 method="wB97M-V/def2-TZVPD" spin_multiplicity=3 total_energy_ev=-101465.4028 total_charge=+1 e_above_lowest_ev=0.000 gap_ev="5.89 / 2.45" s2=2.013
Pd -4.153 -2.126 1.685 1.06
Br -2.359 -1.255 0.132 0.87
O 1.053 -4.528 -1.377 0.01
O 0.744 2.637 -1.036 0.00
O -0.240 2.331 1.888 0.01
O 2.798 -3.303 -1.966 0.00
O -1.332 4.208 1.268 0.00
O 2.666 -5.458 -2.571 0.02
O -2.137 2.869 2.886 0.00
O 2.778 1.675 -1.275 0.00
O 0.917 0.623 -1.916 0.01
C -0.577 2.243 -1.284 0.01
C 2.222 -4.499 -2.013 0.00
C -1.575 1.822 3.678 0.00
C 1.608 1.660 -1.400 0.00
C 1.813 -2.346 -1.512 0.00
C -1.236 3.244 1.955 0.00
C -0.406 1.015 -2.197 0.00
C -0.535 1.248 2.737 0.01
C 0.915 -3.255 -0.694 0.01
H -0.932 0.377 2.196 0.00
H 2.338 -1.646 -0.865 0.00
H -1.179 3.029 -1.734 0.00
H -2.301 1.086 4.011 0.00
H 1.364 -3.389 0.291 0.00
H -0.618 1.292 -3.233 0.00
H -1.124 2.297 4.553 0.00
H 1.427 -1.875 -2.414 0.00
H -1.038 1.936 -0.335 0.00
H -0.150 -3.035 -0.652 0.00
H 0.385 0.896 3.203 0.00
H -1.139 0.227 -2.007 0.00

(4)
32
Properties=species:S:1:pos:R:3:mulliken_spin:R:1 method="wB97M-V/def2-TZVPD" spin_multiplicity=5 total_energy_ev=-54806.4354 total_charge=+4 e_above_lowest_ev=0.000 gap_ev="7.09 / 5.83" s2=6.025
In -0.174 1.275 -3.187 0.73
Rh 0.370 0.190 -5.801 1.11
Cl -0.742 2.492 -5.138 0.11
Cl 1.784 -0.113 -3.343 0.17
O -1.144 -1.928 1.184 0.00
O 0.839 -1.529 -8.161 -0.01
O -0.356 1.778 -8.215 0.01
N -0.617 2.575 3.430 0.57
N 0.331 1.324 1.471 0.12
N 1.204 3.512 2.179 0.58
N 1.654 1.532 3.544 0.68
C 0.398 1.885 4.279 -0.02
C -0.892 1.725 2.228 0.00
C -0.227 1.108 -7.295 -0.07
C -0.403 -1.323 0.556 0.00
C 2.188 2.826 3.031 -0.02
C 1.317 0.691 2.369 0.01
C 0.748 -1.068 -7.118 -0.05
C 0.018 3.837 2.962 0.00
C 0.874 2.659 1.033 0.02
H 2.401 3.447 3.914 0.00
H -0.093 0.970 4.655 0.01
H -0.664 4.388 2.301 0.01
H 0.341 4.442 3.826 0.00
H 2.230 0.503 1.787 0.01
H 1.790 2.533 0.463 0.00
H -1.490 2.319 1.533 0.01
H -1.425 0.818 2.527 0.01
H 3.066 2.678 2.392 0.01
H 0.052 3.072 0.448 0.01
H 0.706 2.570 5.066 0.00
H 0.918 -0.269 2.740 0.01

(5)
27
Properties=species:S:1:pos:R:3:lowdin_charge:R:1 method="wB97M-V/def2-TZVPD" total_energy_ev=-33068.1164 total_charge=0 e_above_lowest_ev=0.000 gap_ev=10.13
Cl -0.602 -4.055 0.248 0.58
F -1.212 1.906 -1.200 0.06
F -2.188 2.821 0.610 0.12
O 0.252 2.253 1.866 0.16
O 0.690 0.891 0.176 -0.03
N -1.402 -0.601 0.433 0.11
C -1.247 -1.506 -0.454 -0.16
C 2.942 1.726 0.054 -0.07
C -0.087 -2.369 -0.125 -0.74
C 2.112 0.642 0.598 -0.17
C -0.102 1.658 0.883 -0.43
C -1.478 1.753 0.190 -0.34
C 0.895 -2.489 -1.316 -0.13
C -2.306 0.462 0.297 -0.25
C -3.627 0.526 0.492 0.12
H 1.715 -3.108 -0.944 0.07
H -4.258 -0.285 0.630 0.05
H 2.813 2.710 0.603 0.11
H 2.208 -0.352 0.179 0.10
H 2.124 0.510 1.642 0.11
H 4.065 1.428 -0.081 0.12
H 1.061 -1.385 -1.425 0.08
H 2.553 1.852 -0.956 0.08
H -1.679 -1.436 -1.551 0.19
H 0.439 -2.096 0.804 0.10
H -4.080 1.533 0.544 0.09
H 0.401 -2.988 -2.198 0.09

(6)
24
Properties=species:S:1:pos:R:3:lowdin_charge:R:1 method="wB97M-V/def2-TZVPD" total_energy_ev=-32644.8538 total_charge=0 gap_ev="7.82 / 7.64"
Cl -3.755 -0.351 -0.617 0.27
Si -1.922 0.462 -0.142 0.32
F -2.393 2.008 0.121 -0.25
C 0.897 1.088 -2.745 -0.16
C -0.942 0.731 2.532 -0.11
C 0.053 0.595 3.453 -0.10
C 1.111 -0.298 3.337 -0.10
C 1.291 -0.952 2.166 -0.09
C 0.302 -0.852 1.136 -0.08
C -0.207 0.080 -2.652 -0.27
C -0.785 0.035 1.332 -0.31
C 0.158 -1.339 -2.534 -0.15
H -1.875 1.280 2.729 0.12
H 0.544 -1.784 -3.372 0.05
H -0.075 1.052 4.423 0.10
H -0.707 -1.833 -2.086 0.07
H 0.619 2.259 -2.651 0.12
H 2.234 -1.471 2.055 0.10
H 1.718 1.012 -1.981 0.07
H 1.392 0.965 -3.714 0.07
H -1.019 0.313 -3.282 0.06
H 1.776 -0.376 4.228 0.12
H 0.595 -1.222 0.087 0.09
H 0.988 -1.401 -1.821 0.06

(7)
25
Properties=species:S:1:pos:R:3:lowdin_charge:R:1 method="wB97M-V/def2-TZVPD" total_energy_ev=-17933.7689 total_charge=0 e_above_lowest_ev=3.563 gap_ev="7.73 / 7.71"
F 0.717 1.216 -1.429 0.05
F 5.151 -0.384 0.233 -0.04
N 2.562 -2.065 0.382 0.15
N 2.446 -2.087 -0.841 0.09
C 2.726 -0.849 -0.360 -0.24
C 3.317 2.435 0.380 0.14
C 3.981 0.058 -0.488 -0.27
C -1.762 0.853 -0.085 0.01
C -0.428 -0.899 1.291 -0.02
C 3.633 1.379 -0.058 -0.09
C -0.588 -0.229 -0.052 -0.53
C 0.546 0.651 -0.240 -0.13
C -0.604 -1.209 -1.257 -0.01
H 0.389 -1.479 -1.485 0.03
H -0.110 -1.907 1.176 0.07
H -1.892 1.177 -1.102 0.08
H 0.353 -0.514 1.861 0.07
H -1.372 1.694 0.490 0.09
H -2.623 0.496 0.364 0.06
H 4.206 -0.011 -1.502 0.12
H 0.929 1.317 0.582 0.13
H -1.332 -0.935 1.800 0.07
H -0.783 -0.800 -2.215 0.07
H -1.227 -2.033 -1.091 0.08
H 3.339 3.399 0.794 0.03

(8)
27
Properties=species:S:1:pos:R:3:lowdin_charge:R:1 method="wB97M-V/def2-TZVPD" total_energy_ev=-22031.8128 total_charge=0 e_above_lowest_ev=3.978 gap_ev=8.46
F 2.139 -1.165 -1.493 0.02
F 3.671 -1.321 0.149 0.07
O 1.151 0.164 1.096 0.04
O 3.265 0.943 1.199 0.03
N 0.008 1.884 -0.271 -0.04
N -1.896 0.612 -0.900 -0.12
C -2.667 -0.557 -0.398 -0.16
C 1.012 1.515 0.667 -0.19
C -2.093 -2.022 1.403 0.02
C 3.082 -0.466 -0.694 -0.21
C 0.176 1.177 -1.537 -0.07
C 2.240 0.598 0.353 -0.34
C -0.855 0.376 -1.768 -0.12
C -1.247 1.235 0.243 -0.15
C -1.772 -1.708 0.162 -0.12
H -1.761 2.091 0.686 0.12
H -1.712 -2.823 1.831 0.01
H 1.098 1.314 -1.977 0.09
H -2.725 -1.445 1.901 0.02
H 3.912 0.171 -1.120 0.17
H -1.008 0.493 1.081 0.13
H 1.054 2.313 1.521 0.19
H 3.541 0.296 1.822 0.09
H -3.202 -1.108 -1.251 0.14
H -1.036 -0.302 -2.605 0.13
H -0.987 -2.219 -0.386 0.11
H -3.389 -0.046 0.285 0.13

(9)
24
Properties=species:S:1:pos:R:3:lowdin_charge:R:1 method="wB97M-V/def2-TZVPD" total_energy_ev=-16337.7955 total_charge=-1 e_above_lowest_ev=1.277 gap_ev=7.71
F 0.573 0.006 1.838 0.01
O 2.950 -2.053 0.028 -0.06
O 1.853 -2.426 1.987 0.00
C 3.052 1.396 1.465 -0.10
C 2.156 -1.878 0.966 -0.70
C 1.358 -0.344 0.804 -0.31
C -1.944 -0.697 -1.973 -0.28
C -0.671 -0.515 -1.350 -0.12
C 0.121 -0.594 -0.475 0.13
C -3.066 -0.475 -0.983 -0.32
C -2.958 0.740 -0.129 -0.13
C 2.295 0.754 0.213 -0.19
H -2.675 1.445 -0.897 0.06
H 3.649 2.295 1.265 0.04
H 1.612 1.463 -0.241 0.08
H -2.060 0.699 0.458 0.06
H -3.930 -0.633 -1.672 0.11
H -2.098 -1.694 -2.333 0.10
H 3.721 0.652 1.920 0.06
H -2.271 0.035 -2.821 0.13
H 2.311 1.553 2.382 0.10
H -3.053 -1.315 -0.204 0.13
H 2.895 0.385 -0.667 0.12
H -3.818 1.202 0.420 0.08